# 1
A structure of composition C31H28N8O5V, computed with ωB97M-V with the def2-TZVPD basis set.

```
73
Properties=species:S:1:pos:R:3:forces:R:3:lowdin_spin:R:1
V -0.056 0.153 -0.435 -0.03 0.19 -0.05 1.97
O -0.354 -4.232 -0.532 0.04 0.00 0.04 0.00
C 0.915 -4.527 -0.173 -0.05 -0.03 0.01 0.00
C 1.216 -5.878 -0.003 -0.01 0.01 -0.01 0.00
C 2.484 -6.267 0.367 0.02 -0.02 0.00 0.00
C 3.489 -5.322 0.581 -0.02 -0.01 0.00 0.00
C 3.199 -3.989 0.419 0.03 0.01 -0.01 0.00
C 1.916 -3.562 0.040 0.10 0.06 -0.01 0.00
C 1.668 -2.128 -0.101 -0.24 -0.18 0.10 0.00
O 0.461 -1.737 -0.475 0.13 0.02 -0.05 0.00
N 2.591 -1.248 0.146 -0.10 0.19 -0.04 0.00
N 2.050 0.000 -0.085 0.24 -0.33 0.11 -0.02
C 2.879 0.966 -0.131 -0.14 0.17 0.00 0.03
C 2.349 2.275 -0.486 0.04 -0.19 0.06 0.00
C 3.164 3.388 -0.565 0.00 0.10 -0.01 0.00
C 2.604 4.594 -0.962 0.05 -0.01 0.01 0.00
C 1.257 4.624 -1.261 -0.03 0.00 0.01 0.00
C 0.514 3.456 -1.150 -0.02 0.00 0.01 0.00
N 1.032 2.291 -0.768 0.03 -0.18 -0.10 0.00
H -0.418 -3.265 -0.609 0.00 0.05 -0.04 0.00
H 0.428 -6.601 -0.169 0.01 0.02 0.00 0.00
H 2.699 -7.321 0.492 -0.01 0.02 0.00 0.00
H 4.483 -5.634 0.871 -0.02 0.00 0.00 0.00
H 3.959 -3.237 0.581 -0.01 0.00 0.00 0.00
H 3.936 0.794 0.041 0.01 0.00 0.02 0.00
H 4.215 3.303 -0.325 -0.03 0.00 0.00 0.00
H 3.213 5.485 -1.039 -0.01 -0.01 0.00 0.00
H 0.771 5.534 -1.584 0.01 -0.02 0.00 0.00
H -0.537 3.471 -1.384 0.00 -0.01 -0.05 0.00
C -4.238 3.722 -1.931 0.02 -0.03 0.06 0.00
N -3.348 2.999 -1.020 -0.03 0.04 -0.01 0.00
C -3.366 3.251 0.315 -0.02 -0.01 -0.04 0.00
C -2.540 2.644 1.200 -0.02 0.00 -0.02 0.00
C -1.630 1.711 0.638 0.03 -0.11 0.07 0.01
O -0.762 1.007 1.269 0.06 -0.01 -0.08 0.02
N -1.610 1.483 -0.684 -0.16 0.32 -0.09 -0.01
C -2.444 2.083 -1.585 -0.07 -0.15 0.10 0.00
O -2.417 1.867 -2.778 0.03 0.03 0.05 0.00
H -5.148 3.989 -1.400 0.00 0.01 0.00 0.00
H -4.472 3.078 -2.771 -0.02 -0.03 -0.02 0.00
H -3.753 4.622 -2.308 0.01 0.00 -0.01 0.00
H -4.099 3.983 0.632 0.01 -0.01 0.00 0.00
H -2.569 2.850 2.257 0.01 -0.01 -0.01 0.00
C -7.496 1.104 -2.005 -0.01 0.01 -0.01 0.00
C -7.173 -0.028 -1.069 -0.01 -0.01 -0.01 0.00
C -7.625 -1.317 -1.326 0.01 -0.03 -0.01 0.00
C -7.311 -2.369 -0.480 -0.01 0.01 -0.01 0.00
C -6.556 -2.147 0.663 -0.03 0.00 0.03 0.00
N -6.258 -3.256 1.497 0.07 0.02 0.00 0.00
C -5.167 -3.455 2.308 -0.02 -0.01 0.01 0.00
O -5.212 -4.157 3.293 0.01 0.04 -0.07 0.00
N -3.977 -2.808 1.968 -0.04 -0.02 -0.01 0.00
C -3.489 -2.419 0.721 -0.01 0.02 0.05 0.00
C -3.969 -2.889 -0.498 0.02 -0.04 -0.04 0.00
C -3.418 -2.398 -1.668 -0.02 -0.01 0.00 0.00
C -2.381 -1.487 -1.606 -0.01 0.02 0.04 0.00
N -1.890 -1.073 -0.434 0.06 0.04 -0.05 -0.01
C -2.437 -1.510 0.698 0.07 -0.01 -0.03 0.00
C -6.126 -0.858 0.957 -0.03 0.00 0.00 0.00
C -6.421 0.178 0.085 0.01 0.03 0.02 0.00
H -8.184 0.782 -2.786 0.00 0.01 0.01 0.00
H -6.596 1.478 -2.496 0.03 0.01 0.00 0.00
H -7.960 1.938 -1.475 0.02 -0.01 0.01 0.00
H -8.225 -1.508 -2.208 0.01 0.01 0.01 0.00
H -7.651 -3.373 -0.707 0.00 0.01 0.00 0.00
H -7.028 -3.850 1.765 -0.04 0.00 0.01 0.00
H -3.303 -2.898 2.712 0.04 0.00 0.02 0.00
H -4.757 -3.628 -0.528 0.05 0.01 0.00 0.00
H -3.780 -2.731 -2.631 0.00 0.00 0.02 0.00
H -1.931 -1.082 -2.504 0.00 0.02 0.00 0.00
H -2.013 -1.131 1.621 0.00 0.00 0.01 0.00
H -5.569 -0.668 1.865 -0.01 0.01 -0.02 0.00
H -6.080 1.181 0.326 -0.01 -0.01 0.00 0.00
```
Forces are in eV/Å.

Properties
2S+1 = 3
Net charge = +1
Relative energy (zero: lowest compared OMol25 entry of this formula, charge and spin) = 0.828 eV
E_tot = -2956.3457 Ha
HOMO level (spin up / spin down) = -10.63 / -10.62 eV

# 2
A structure of composition C31H29Br28F3O2, computed with ωB97M-V with the def2-TZVPD basis set.

```
93
Properties=species:S:1:pos:R:3:forces:R:3:lowdin_charge:R:1
C -2.029 -5.748 -1.015 -0.14 0.02 -0.15 -0.03
C -2.800 -4.463 -1.077 -0.09 0.47 0.22 -0.19
C -4.167 -4.478 -1.330 0.22 0.16 0.05 -0.03
C -4.925 -3.313 -1.386 0.11 -0.49 -0.25 -0.10
C -4.366 -2.060 -1.195 0.31 0.07 0.38 -0.20
C -5.188 -0.796 -1.317 -0.33 -0.11 -0.56 -0.11
C -6.666 -0.883 -0.902 0.51 0.47 0.27 -0.09
C -7.480 0.138 -1.643 -0.05 0.07 -0.33 -0.63
F -7.629 -0.181 -2.950 0.01 0.01 0.09 0.12
F -8.715 0.268 -1.130 -0.01 -0.07 0.02 0.13
F -6.909 1.359 -1.608 -0.05 -0.07 0.04 0.14
C -2.983 -2.025 -0.952 -0.19 -0.26 -0.15 -0.03
C -2.211 -3.198 -0.905 -0.48 -0.09 -0.02 -0.03
C -0.746 -3.029 -0.686 -0.08 0.02 -0.07 -0.28
O -0.065 -3.804 -0.060 0.20 -0.35 0.03 0.12
C -0.162 -1.829 -1.331 0.23 0.37 -0.30 -0.12
C 1.109 -1.859 -1.894 -0.18 0.12 -0.09 -0.07
C 1.600 -0.730 -2.523 -0.17 0.05 0.13 -0.02
C 0.878 0.468 -2.587 -0.26 -0.18 0.20 -0.24
C 1.447 1.650 -3.311 0.55 -0.14 -0.19 -0.16
C 2.965 1.935 -3.122 -0.10 -0.17 0.10 -0.39
C 3.567 1.476 -1.780 0.23 0.37 -0.27 -0.08
C 3.791 1.414 -4.299 -0.13 0.57 0.06 -0.08
C -0.395 0.477 -2.001 0.11 -0.09 0.08 -0.53
Br -1.464 2.042 -2.102 -0.06 0.02 -0.05 0.84
C -0.918 -0.659 -1.382 0.23 -0.02 -0.17 -0.12
C -2.253 -0.740 -0.718 0.05 -0.13 -0.04 -0.31
O -2.674 0.124 0.006 -0.12 0.33 0.19 0.09
H -2.714 -6.591 -1.037 -0.08 -0.07 0.00 0.08
H -1.380 -5.836 -1.886 0.19 -0.02 0.03 0.09
H -1.423 -5.806 -0.121 0.13 -0.02 0.05 0.08
H -4.637 -5.439 -1.487 -0.16 -0.02 -0.01 0.12
H -5.978 -3.428 -1.596 -0.10 0.11 -0.03 0.11
H -4.734 0.025 -0.784 0.14 0.03 0.10 0.11
H -5.166 -0.524 -2.376 0.09 0.05 -0.10 0.14
H -6.745 -0.600 0.144 -0.15 -0.27 0.17 0.09
H -7.108 -1.859 -1.055 -0.18 -0.07 0.00 0.11
H 1.700 -2.760 -1.854 -0.01 -0.12 0.06 0.12
H 2.584 -0.769 -2.963 0.05 0.01 -0.08 0.11
H 0.885 2.550 -3.098 -0.13 0.03 0.19 0.06
H 1.294 1.450 -4.372 -0.11 0.13 -0.10 0.04
H 3.058 3.019 -3.157 -0.09 0.12 0.00 0.12
H 4.195 0.599 -1.926 -0.12 -0.25 0.15 0.08
H 4.234 2.249 -1.402 0.03 0.06 0.10 0.08
H 2.823 1.282 -1.012 -0.03 -0.06 0.07 0.02
H 4.788 1.851 -4.265 0.21 -0.23 0.10 0.08
H 3.858 0.330 -4.311 0.07 -0.11 -0.08 0.07
H 3.350 1.770 -5.229 -0.07 -0.18 -0.18 0.05
C 0.329 2.133 -7.862 0.00 0.05 0.00 -1.65
Br 1.181 3.567 -6.902 0.01 0.00 0.02 0.59
Br 1.338 1.617 -9.409 0.07 0.00 0.00 0.57
Br -0.036 0.631 -6.717 -0.04 -0.06 -0.04 0.61
H -0.622 2.508 -8.211 -0.01 0.02 -0.01 -0.10
C 1.749 2.750 2.388 0.09 -0.03 -0.06 -1.60
Br 0.650 2.122 0.942 -0.07 -0.03 0.00 0.63
Br 3.434 1.828 2.463 -0.08 0.15 0.05 0.55
Br 1.981 4.658 2.308 -0.26 -0.11 -0.37 0.54
H 1.227 2.526 3.307 -0.03 0.02 0.02 -0.04
C 3.157 -2.265 2.451 -0.04 0.10 0.04 -1.61
Br 4.704 -1.408 3.197 0.20 -0.09 0.02 0.52
Br 2.596 -1.419 0.821 0.05 -0.11 0.07 0.68
Br 3.434 -4.154 2.219 0.02 0.00 0.00 0.59
H 2.355 -2.145 3.165 -0.01 -0.02 0.03 -0.05
C 3.534 -0.174 7.328 0.11 0.02 -0.10 -1.64
Br 4.299 -1.718 8.187 -0.03 0.00 0.02 0.61
Br 4.877 0.944 6.532 -0.01 0.01 0.00 0.56
Br 2.185 -0.674 6.056 -0.13 -0.04 -0.04 0.57
H 3.044 0.410 8.093 0.00 -0.03 -0.01 -0.13
C 0.841 3.346 8.727 0.00 0.02 -0.01 -1.60
Br 0.747 5.187 9.268 0.04 0.01 -0.03 0.61
Br 1.069 3.184 6.823 0.06 -0.02 -0.01 0.60
Br 2.219 2.407 9.688 0.00 0.05 0.05 0.63
H -0.101 2.881 8.979 -0.02 -0.01 0.00 -0.03
C 7.326 -3.782 6.736 -0.03 0.01 0.00 -1.66
Br 8.095 -5.275 7.674 0.00 0.00 0.00 0.57
Br 8.681 -2.643 5.984 0.01 0.01 0.00 0.57
Br 6.065 -4.346 5.405 -0.02 -0.03 -0.01 0.55
H 6.784 -3.192 7.461 0.00 0.02 0.00 -0.09
C -6.203 -2.496 3.380 0.00 -0.03 0.00 -1.62
Br -6.702 -0.638 3.418 0.00 0.01 -0.01 0.59
Br -7.652 -3.629 3.939 0.00 0.00 0.00 0.58
Br -5.534 -2.999 1.646 -0.01 -0.03 0.25 0.73
H -5.400 -2.627 4.090 0.01 0.00 0.01 -0.03
C -1.763 4.025 -11.575 0.09 0.02 0.03 -1.63
Br -0.908 5.341 -10.465 0.02 0.00 0.02 0.58
Br -0.684 3.571 -13.098 0.00 0.00 0.00 0.58
Br -2.228 2.463 -10.555 -0.15 -0.08 -0.03 0.59
H -2.682 4.454 -11.943 -0.02 0.01 0.00 -0.03
C 3.718 5.944 6.643 0.10 0.08 -0.02 -1.66
Br 3.663 7.780 7.209 0.00 0.03 0.02 0.57
Br 3.843 5.782 4.733 0.17 0.05 0.39 0.54
Br 5.112 4.966 7.533 0.00 -0.03 0.04 0.56
H 2.781 5.495 6.932 -0.06 -0.02 0.03 -0.12
```
Forces are in eV/Å.

Properties
Net charge = 0
E_tot = -73721.0979 Ha
HOMO level = -9.21 eV

# 3
A structure of composition C31H29Br2IrN2O3P2S, computed with ωB97M-V with the def2-TZVPD basis set.

```
71
Properties=species:S:1:pos:R:3:forces:R:3:lowdin_spin:R:1
Ir 0.102 0.002 0.765 0.09 -0.16 -0.03 0.30
Br -0.691 -6.449 -0.782 0.00 0.01 0.00 0.00
C -0.516 -4.664 -0.315 0.01 -0.02 0.01 0.00
C -1.249 -4.128 0.741 -0.03 -0.01 0.01 0.00
C -1.101 -2.793 1.038 -0.01 0.02 -0.01 0.00
N -0.273 -1.984 0.363 0.00 0.04 -0.02 0.00
C 0.491 -2.513 -0.620 -0.02 -0.09 -0.01 0.00
C 0.377 -3.840 -0.991 0.00 0.06 0.00 0.00
C 1.517 -1.608 -1.168 0.04 0.05 -0.03 0.01
C 2.330 -1.907 -2.238 -0.02 -0.02 0.02 0.00
C 3.322 -1.001 -2.617 0.00 -0.01 -0.02 0.01
Br 4.420 -1.372 -4.060 0.00 0.00 0.01 0.01
C 3.470 0.180 -1.896 0.01 0.02 0.01 0.00
C 2.612 0.431 -0.850 0.00 0.00 0.01 0.01
N 1.659 -0.445 -0.489 0.02 0.03 0.04 0.06
H -1.924 -4.743 1.320 0.00 0.00 0.00 0.00
H -1.657 -2.340 1.849 0.01 0.00 0.00 0.00
H 0.994 -4.245 -1.779 -0.01 -0.02 0.00 0.00
H 2.204 -2.828 -2.789 0.01 0.00 -0.01 0.00
H 4.231 0.903 -2.155 0.00 0.01 0.01 0.00
H 2.671 1.349 -0.281 0.00 0.00 -0.01 0.00
O 0.777 3.383 -1.134 -0.02 0.01 -0.01 0.00
S -0.012 2.509 -0.355 -0.02 0.06 0.02 0.00
O -0.468 1.222 -0.994 -0.02 -0.05 -0.01 0.01
O 0.669 1.986 0.911 0.01 -0.01 0.05 0.02
C -1.468 3.271 0.227 -0.04 -0.09 0.00 0.00
C -1.659 4.628 0.069 -0.02 0.03 0.00 0.00
C -2.826 5.202 0.572 0.01 -0.02 0.01 0.00
C -3.763 4.417 1.222 0.01 -0.02 0.00 0.00
C -3.557 3.048 1.382 -0.04 0.04 0.00 0.01
C -2.404 2.459 0.880 0.08 -0.05 -0.07 0.02
P -2.260 0.653 0.997 -0.07 0.15 0.03 0.14
C -2.757 0.275 2.664 0.04 0.02 0.00 0.09
C -3.671 -0.730 3.023 0.00 -0.02 0.03 0.03
C -4.051 -0.861 4.344 0.00 0.00 -0.01 0.02
C -3.525 -0.007 5.318 -0.01 -0.01 0.01 0.08
C -2.618 0.989 4.973 0.02 0.02 -0.01 0.00
C -2.221 1.126 3.657 0.01 -0.02 0.04 0.06
C -3.233 -0.069 -0.308 -0.02 -0.02 0.02 0.01
C -3.559 0.754 -1.395 0.01 0.00 0.00 0.01
C -4.322 0.257 -2.437 0.00 0.00 0.00 0.00
C -4.762 -1.059 -2.411 -0.01 -0.01 0.00 0.02
C -4.436 -1.887 -1.340 0.00 0.00 0.00 0.00
C -3.672 -1.401 -0.297 0.01 0.02 -0.01 0.01
H -0.914 5.224 -0.442 0.00 0.00 0.00 0.00
H -2.995 6.263 0.453 0.00 0.00 -0.01 0.00
H -4.668 4.865 1.609 0.00 0.00 0.00 0.00
H -4.310 2.451 1.883 0.00 0.00 0.00 0.00
H -4.139 -1.351 2.274 0.00 0.00 0.01 0.00
H -4.786 -1.605 4.621 0.00 0.00 0.00 0.00
H -3.844 -0.112 6.347 0.00 0.00 0.00 0.00
H -2.233 1.661 5.729 0.00 0.00 0.00 0.00
H -1.527 1.912 3.381 0.01 0.00 0.00 0.00
H -3.230 1.783 -1.429 0.00 0.01 0.00 0.00
H -4.579 0.901 -3.266 0.00 0.00 0.00 0.00
H -5.366 -1.442 -3.223 0.00 0.00 0.00 0.00
H -4.790 -2.909 -1.318 0.00 0.00 0.00 0.00
H -3.438 -2.064 0.521 0.00 0.00 -0.01 0.00
C 0.296 -1.175 4.081 0.00 -0.01 -0.02 0.01
P 1.264 -0.735 2.626 -0.04 0.05 -0.04 0.02
C 2.284 -2.181 2.266 0.01 0.01 0.02 0.00
C 2.387 0.580 3.121 0.03 -0.05 0.02 0.00
H 0.970 -1.640 4.804 -0.01 0.00 0.01 0.00
H -0.499 -1.878 3.837 0.01 -0.01 0.01 0.00
H -0.138 -0.283 4.527 -0.01 0.02 0.00 0.00
H 2.909 -2.385 3.138 -0.01 0.00 0.00 0.00
H 2.935 -1.992 1.414 0.00 -0.01 0.00 0.00
H 1.668 -3.060 2.074 -0.01 0.00 -0.01 0.00
H 2.922 0.268 4.020 0.00 0.02 0.00 0.00
H 1.840 1.500 3.323 -0.01 0.00 -0.01 0.00
H 3.114 0.767 2.330 -0.01 0.02 0.00 0.00
```
Forces are in eV/Å.

Properties
2S+1 = 2
Net charge = +3
Relative energy (zero: lowest compared OMol25 entry of this formula, charge and spin) = 0.636 eV
E_tot = -7866.3299 Ha
HOMO level (spin up / spin down) = -17.33 / -17.35 eV

# 4
A structure of composition C31H29FGaN8O4S, computed with ωB97M-V with the def2-TZVPD basis set.

```
75
Properties=species:S:1:pos:R:3:forces:R:3:lowdin_charge:R:1
Ga -0.506 0.456 -0.820 -0.36 0.42 -0.33 0.73
N -3.436 2.289 -3.682 -0.02 -0.11 -0.05 0.14
C -4.804 2.017 -3.422 0.01 0.02 0.01 -0.23
C -5.779 2.719 -4.103 -0.02 0.00 0.00 -0.01
C -7.121 2.467 -3.847 0.00 0.01 -0.01 -0.06
C -7.476 1.522 -2.902 0.01 -0.01 0.00 -0.06
C -6.490 0.827 -2.211 -0.01 0.01 0.00 -0.09
C -5.153 1.067 -2.475 -0.01 0.01 0.01 -0.43
S -3.946 0.123 -1.588 0.03 -0.04 -0.03 1.08
N -2.480 0.871 -2.060 0.10 -0.13 0.01 -0.25
C -2.414 1.763 -2.973 0.01 0.10 -0.04 -0.33
C -1.047 2.287 -3.257 -0.06 -0.06 0.02 -0.15
C -0.760 3.034 -4.385 0.01 0.00 0.00 0.02
C 0.520 3.534 -4.561 0.01 0.01 -0.02 0.00
C 1.467 3.276 -3.591 0.00 0.00 0.00 0.00
C 1.111 2.492 -2.510 -0.04 0.01 0.01 -0.05
N -0.115 1.984 -2.342 0.11 0.05 -0.01 0.11
H -3.249 3.068 -4.288 0.00 0.04 0.04 0.13
H -5.495 3.464 -4.838 0.01 0.00 0.00 0.12
H -7.880 3.015 -4.386 0.00 0.00 0.00 0.11
H -8.518 1.321 -2.694 0.00 0.00 0.00 0.11
H -6.764 0.091 -1.464 0.00 0.00 0.00 0.11
H -1.510 3.209 -5.143 0.00 0.00 0.00 0.12
H 0.765 4.116 -5.439 0.00 0.00 0.00 0.13
H 2.473 3.662 -3.661 0.00 -0.01 0.00 0.13
H 1.841 2.288 -1.746 0.01 -0.01 0.03 0.11
C -0.051 -2.555 2.723 -0.03 0.00 -0.03 -0.18
N 0.612 -3.213 3.847 0.01 0.02 -0.01 -0.08
C 1.743 -3.986 3.327 0.00 0.01 0.00 -0.17
N 2.698 -3.143 2.600 -0.02 0.00 0.02 -0.08
C 1.982 -2.489 1.507 -0.03 -0.03 0.03 -0.17
N 0.854 -1.667 1.974 0.26 -0.04 0.03 -0.07
C 1.381 -0.676 2.924 -0.05 -0.01 0.02 -0.17
N 2.081 -1.287 4.051 -0.01 -0.02 -0.01 -0.08
C 1.141 -2.179 4.739 -0.01 0.00 0.00 -0.17
C 3.176 -2.103 3.517 -0.01 -0.01 0.01 -0.17
H -0.890 -1.964 3.097 0.01 -0.01 -0.01 0.12
H -0.436 -3.318 2.043 0.00 0.01 0.01 0.12
H 1.367 -4.759 2.654 0.00 0.00 0.00 0.13
H 2.257 -4.468 4.160 0.00 -0.01 0.00 0.13
H 1.601 -3.252 0.825 0.00 0.01 -0.01 0.13
H 2.687 -1.857 0.963 0.00 0.00 0.01 0.10
H 0.547 -0.079 3.302 0.00 0.01 -0.01 0.13
H 2.073 -0.014 2.403 0.00 0.00 0.00 0.10
H 0.312 -1.586 5.131 0.00 0.00 0.00 0.13
H 1.654 -2.658 5.575 0.00 0.00 0.00 0.13
H 3.703 -2.576 4.346 0.01 0.00 0.00 0.13
H 3.875 -1.453 2.984 0.00 0.00 0.00 0.12
O 1.272 -0.286 -1.260 0.02 -0.05 -0.02 0.04
C 1.794 0.492 -0.388 -0.10 -0.18 0.07 -0.57
O 1.012 1.295 0.210 0.08 0.01 0.05 0.02
C 3.248 0.500 -0.144 -0.01 0.01 -0.01 -0.16
C 4.072 -0.349 -0.878 0.01 -0.02 0.01 0.02
C 5.437 -0.342 -0.649 -0.02 -0.01 0.00 0.03
C 5.933 0.519 0.312 0.06 0.01 0.01 -0.11
C 5.136 1.369 1.056 -0.02 0.00 0.01 0.03
C 3.773 1.359 0.819 0.01 0.01 0.00 0.01
N 7.399 0.534 0.557 -0.02 -0.01 -0.01 -0.35
O 7.806 1.281 1.419 0.00 0.00 0.00 0.10
O 8.079 -0.197 -0.127 0.00 0.00 0.01 0.10
H 3.639 -1.016 -1.610 0.00 0.01 -0.01 0.13
H 6.112 -0.987 -1.192 0.00 0.00 0.00 0.13
H 5.584 2.013 1.798 0.00 0.00 0.00 0.13
H 3.112 2.005 1.380 0.00 0.00 -0.01 0.13
F -4.501 -2.362 2.709 0.00 0.00 0.00 0.08
C -3.580 -1.759 1.942 -0.03 -0.01 0.01 -0.28
C -3.181 -0.477 2.267 0.01 0.03 -0.01 0.00
C -2.232 0.140 1.465 0.00 -0.07 0.01 -0.11
C -1.697 -0.514 0.354 0.04 0.01 0.21 -0.29
C -2.118 -1.811 0.067 0.04 -0.01 0.04 -0.16
C -3.061 -2.446 0.864 0.01 -0.01 -0.04 -0.01
H -3.610 0.016 3.129 0.00 0.00 0.00 0.13
H -1.916 1.145 1.723 -0.01 0.00 0.00 0.11
H -1.715 -2.350 -0.783 -0.01 0.00 -0.01 0.11
H -3.396 -3.454 0.658 0.00 0.00 0.00 0.13
```
Forces are in eV/Å.

Properties
Net charge = +1
Relative energy (zero: lowest compared OMol25 entry of this formula, charge and spin) = 3.333 eV
E_tot = -4360.3209 Ha
HOMO level = -10.51 eV

Question: Among the records above, which one has the lowest net charge?
Answer: C31H29Br28F3O2

Question: What is the E_tot in the first record?
Answer: -2956.3457 Ha